[1]
{"formula": "CH4ClPS2", "method": "ωB97M-V with the def2-TZVPD basis set", "elements": ["C", "P", "S", "S", "Cl", "H", "H", "H", "H"], "positions_angstrom": [[-0.416, 0.648, 0.113], [1.289, -0.075, -0.288], [2.349, 0.334, 1.353], [-1.273, -2.432, 0.602], [1.955, 0.883, -1.995], [-1.125, 0.655, -0.762], [-0.820, -0.012, 0.826], [-0.145, 1.637, 0.563], [-1.814, -1.638, -0.412]], "lumo_energy_ha": [-0.0864, -0.1065], "multiplicity": 1, "de_lowest_kcal_mol": 79.4, "mol_weight_g_mol": 146.60, "homo_energy_ev": [-9.5, -8.8], "gap_ev": [7.17, 5.91], "total_energy_ha": -1638.3583}

---

[2]
{"formula": "CH4CsN2O", "method": "ωB97M-V with the def2-TZVPD basis set", "elements": ["Cs", "C", "O", "N", "N", "H", "H", "H", "H"], "positions_angstrom": [[-0.798, -0.627, -3.933], [0.545, 0.103, 0.778], [1.536, 0.270, 1.436], [0.559, 0.047, -0.611], [-0.693, -0.095, 1.329], [1.424, 0.305, -1.050], [-0.323, 0.139, -1.074], [-1.539, -0.061, 0.793], [-0.712, -0.081, 2.332]], "lumo_energy_ha": -0.1595, "multiplicity": 1, "de_lowest_kcal_mol": 30.6, "total_charge": 1, "mol_weight_g_mol": 192.96, "homo_energy_ev": -13.0, "gap_ev": 8.67, "total_energy_ha": -245.2099}

---

[3]
{"formula": "CH4F2InNO5S2", "method": "ωB97M-V with the def2-TZVPD basis set", "elements": ["In", "N", "S", "O", "O", "F", "S", "O", "O", "F", "C", "O", "H", "H", "H", "H"], "positions_angstrom": [[0.384, -2.070, -0.128], [-0.474, -0.512, -0.671], [-0.809, 0.805, 0.114], [-2.013, 0.826, 0.944], [-0.399, 2.056, -0.542], [0.387, 0.644, 1.125], [-1.675, -0.145, -1.833], [-1.148, 0.507, -3.016], [-3.076, 0.018, -1.475], [-1.742, -1.701, -2.361], [1.900, 0.194, 1.154], [1.382, -1.108, 1.390], [2.989, 0.140, 1.139], [1.729, 0.451, 0.108], [1.551, 1.020, 1.774], [1.013, -1.124, 2.277]], "lumo_energy_ha": -0.5651, "multiplicity": 1, "de_lowest_kcal_mol": 170.1, "total_charge": 2, "mol_weight_g_mol": 326.99, "homo_energy_ev": -19.4, "gap_ev": 4.01, "total_energy_ha": -1656.4324}